Entry 1
{
  "formula": "C4H6N2O2",
  "method": "the ωB97M-V functional and the def2-TZVPD basis",
  "homo_ev": -9.04,
  "homo_lumo_gap_ev": 9.7,
  "elements": ["C", "N", "O", "C", "C", "N", "C", "O", "H", "H", "H", "H", "H", "H"],
  "coordinates": [[1.3264, 2.9453, -0.8189], [1.1186, 1.7817, -0.0605], [0.6027, 0.7911, -0.5832], [-0.0969, 0.1100, 0.4507], [0.6999, -1.1559, 1.0714], [-0.5090, -1.9767, 0.6989], [-1.1460, -1.1648, -0.1389], [-2.2765, -1.4790, -0.6142], [0.8214, 3.2382, -1.9197], [2.0083, 3.6223, -0.4877], [-0.5116, 0.9244, 0.8018], [1.7021, -1.4757, 0.6286], [0.8174, -0.8044, 2.0976], [-0.4142, -3.0443, 0.6032]],
  "nbo_charge": [-0.189, -0.129, -0.337, 0.058, -0.257, -0.607, 0.643, -0.583, 0.171, 0.177, 0.206, 0.220, 0.212, 0.413]
}

---

Entry 2
{
  "formula": "C4H6N2O2",
  "method": "the ωB97M-V functional and the def2-TZVPD basis",
  "homo_ev": -9.78,
  "homo_lumo_gap_ev": 9.8,
  "elements": ["C", "C", "C", "C", "H", "H", "H", "H", "H", "H", "N", "N", "O", "O"],
  "coordinates": [[0.6533, 0.1386, 0.0027], [1.3789, 1.5186, -0.0094], [-0.7963, 0.4111, -0.3162], [-1.6604, -0.7606, -0.2275], [2.5235, -2.0839, 0.0791], [2.7096, 1.3848, -0.3092], [-1.4515, 1.0001, -1.1110], [-1.2616, -1.8013, -0.2502], [-2.6721, -0.7588, -0.6789], [-2.2651, 0.5410, 1.1754], [1.0752, -1.0444, -0.0956], [-1.3278, 0.1166, 1.1154], [2.3226, -1.2130, 0.4354], [0.7718, 2.5512, 0.1900]],
  "nbo_charge": [0.100, 0.414, -0.178, -0.273, 0.480, 0.123, 0.255, 0.217, 0.200, 0.346, -0.101, -0.557, -0.534, -0.494]
}

---

Entry 3
{
  "formula": "C4H6N2O2",
  "method": "the ωB97M-V functional and the def2-TZVPD basis",
  "homo_ev": -8.15,
  "homo_lumo_gap_ev": 8.8,
  "elements": ["C", "N", "C", "O", "H", "H", "H", "N", "C", "C", "O", "H", "H", "H"],
  "coordinates": [[2.3824, -0.1535, -1.4508], [1.6887, -0.6009, -0.2736], [1.3195, -0.1292, 0.7560], [0.9460, 0.1247, 1.8303], [1.9029, 0.8559, -1.6789], [3.4914, 0.0322, -1.3156], [1.9830, -0.6672, -2.3797], [-3.2339, -0.3229, 1.7397], [-2.2799, -0.4594, 0.9670], [-1.5176, -0.2041, -0.0940], [-1.2182, 1.0877, -0.4268], [-3.0630, -0.3625, 2.7453], [-0.8607, -0.8889, -0.6938], [-1.5407, 1.6880, 0.2749]],
  "nbo_charge": [-0.437, -0.558, 0.869, -0.527, 0.206, 0.222, 0.225, -0.601, 0.284, -0.072, -0.686, 0.368, 0.223, 0.484]
}

---

Entry 4
{
  "formula": "C4H6N2O2",
  "method": "the ωB97M-V functional and the def2-TZVPD basis",
  "homo_ev": -9.67,
  "homo_lumo_gap_ev": 10.0,
  "elements": ["O", "C", "C", "N", "N", "C", "O", "C", "H", "H", "H", "H", "H", "H"],
  "coordinates": [[1.1604, -0.3660, 1.2859], [0.9918, -0.2787, -0.1197], [0.0929, -1.3441, -0.7088], [-1.1350, -1.4715, -0.3995], [-1.7674, -0.7146, 0.5572], [-1.5719, 0.5776, 0.5568], [-0.9482, 1.2772, -0.4579], [0.5230, 1.1214, -0.4659], [0.3256, -0.7225, 1.5832], [2.0171, -0.5119, -0.4473], [0.4227, -1.9703, -1.5153], [-1.9520, 1.1918, 1.3551], [0.9937, 1.8138, 0.2538], [0.8474, 1.3979, -1.4777]],
  "nbo_charge": [-0.698, -0.033, 0.051, -0.232, -0.313, 0.359, -0.532, -0.078, 0.474, 0.209, 0.203, 0.183, 0.202, 0.204]
}

---

Energies relative to the most stable structure, in kJ/mol: entry 1 355.3; entry 2 310.0; entry 3 9.3; entry 4 0.0.